Formula: C44H108N20O12
Source: the OMol25 dataset
Level of theory: ωB97M-V/def2-TZVPD

Each atom is followed by the atoms it is bonded to, with distances in Å.
Positions of all 184 atoms, in Å:
1 C 7.054 17.670 -25.008  C2 1.606, H12 1.090, H13 1.090, H14 1.090
2 C 7.520 18.488 -23.707  C1 1.606, C3 1.554, C4 1.505, N10 1.516
3 C 6.468 19.630 -23.669  C2 1.554, H15 1.090, H16 1.090, H17 1.090
4 C 7.229 17.779 -22.411  C2 1.505, C5 1.566, H18 1.090, H19 1.090
5 C 8.303 16.680 -22.112  C4 1.566, C6 1.579, H20 1.090, H21 1.090
6 C 9.590 17.587 -21.995  C5 1.579, C7 1.533, H22 1.090, H23 1.090
7 C 10.028 18.254 -23.303  C6 1.533, C8 1.528, C9 1.529, N10 1.501
8 C 11.146 19.184 -22.837  C7 1.528, H24 1.090, H25 1.090, H26 1.090
9 C 10.628 17.179 -24.209  C7 1.529, H27 1.090, H28 1.090, H29 1.090
10 N 8.895 19.125 -23.762  C2 1.516, C7 1.501, O11 1.306
11 O 9.230 19.722 -24.875  N10 1.306, H30 0.960
12 H 6.021 17.336 -24.909  C1 1.090
13 H 7.097 18.363 -25.849  C1 1.090
14 H 7.674 16.818 -25.288  C1 1.090
15 H 6.560 20.247 -22.776  C3 1.090
16 H 6.557 20.436 -24.398  C3 1.090
17 H 5.441 19.264 -23.667  C3 1.090
18 H 7.144 18.544 -21.640  C4 1.090
19 H 6.269 17.264 -22.429  C4 1.090
20 H 8.248 16.156 -21.157  C5 1.090
21 H 8.343 15.837 -22.801  C5 1.090
22 H 10.358 16.896 -21.645  C6 1.090
23 H 9.311 18.267 -21.190  C6 1.090
24 H 11.739 19.701 -23.592  C8 1.090
25 H 11.914 18.587 -22.345  C8 1.090
26 H 10.958 20.014 -22.155  C8 1.090
27 H 9.884 16.418 -24.445  C9 1.090
28 H 11.210 16.557 -23.530  C9 1.090
29 H 11.311 17.441 -25.017  C9 1.090
30 H 8.901 20.622 -24.813  O11 0.960
31 C 13.495 23.126 -17.671  C32 1.611, H42 1.090, H43 1.090, H44 1.090
32 C 13.089 23.465 -19.193  C31 1.611, C33 1.585, C34 1.537, N40 1.458
33 C 11.653 24.129 -19.113  C32 1.585, H45 1.090, H46 1.090, H47 1.090
34 C 14.118 24.511 -19.650  C32 1.537, C35 1.602, H48 1.090, H49 1.090
35 C 15.500 23.750 -19.926  C34 1.602, C36 1.545, H50 1.090, H51 1.090
36 C 15.406 22.701 -21.056  C35 1.545, C37 1.529, H52 1.090, H53 1.090
37 C 14.393 21.636 -20.636  C36 1.529, C38 1.488, C39 1.604, N40 1.530
38 C 13.967 20.889 -21.851  C37 1.488, H54 1.090, H55 1.090, H56 1.090
39 C 15.044 20.672 -19.533  C37 1.604, H57 1.090, H58 1.090, H59 1.090
40 N 13.136 22.316 -20.090  C32 1.458, C37 1.530, O41 1.427
41 O 12.196 21.334 -19.657  N40 1.427, H60 0.960
42 H 14.454 23.545 -17.365  C31 1.090
43 H 12.657 23.387 -17.024  C31 1.090
44 H 13.747 22.066 -17.681  C31 1.090
45 H 11.606 25.121 -18.664  C33 1.090
46 H 11.352 24.336 -20.140  C33 1.090
47 H 11.015 23.447 -18.551  C33 1.090
48 H 13.716 24.933 -20.571  C34 1.090
49 H 14.338 25.377 -19.025  C34 1.090
50 H 16.175 24.528 -20.284  C35 1.090
51 H 15.937 23.498 -18.960  C35 1.090
52 H 16.388 22.226 -21.051  C36 1.090
53 H 15.343 23.024 -22.096  C36 1.090
54 H 13.328 21.574 -22.409  C38 1.090
55 H 13.469 20.034 -21.394  C38 1.090
56 H 14.669 20.374 -22.506  C38 1.090
57 H 15.601 19.838 -19.959  C39 1.090
58 H 14.277 20.068 -19.049  C39 1.090
59 H 15.566 21.255 -18.773  C39 1.090
60 H 11.316 21.496 -20.004  O41 0.960
61 C 11.130 15.888 -18.911  C62 1.535, H72 1.090, H73 1.090, H74 1.090
62 C 12.305 15.131 -19.547  C61 1.535, C63 1.577, C64 1.530, N70 1.477
63 C 13.138 14.300 -18.497  C62 1.577, H75 1.090, H76 1.090, H77 1.090
64 C 11.736 14.141 -20.564  C62 1.530, C65 1.452, H78 1.090, H79 1.090
65 C 12.699 13.571 -21.490  C64 1.452, C66 1.529, H80 1.090, H81 1.090
66 C 13.536 14.669 -22.147  C65 1.529, C67 1.607, H82 1.090, H83 1.090
67 C 14.203 15.759 -21.173  C66 1.607, C68 1.500, C69 1.587, N70 1.475
68 C 15.499 15.287 -20.582  C67 1.500, H84 1.090, H85 1.090, H86 1.090
69 C 14.508 16.997 -22.118  C67 1.587, H87 1.090, H88 1.090, H89 1.090
70 N 13.169 16.140 -20.192  C62 1.477, C67 1.475, O71 1.402
71 O 13.483 17.199 -19.328  N70 1.402, H90 0.960
72 H 10.612 16.412 -19.714  C61 1.090
73 H 10.372 15.299 -18.396  C61 1.090
74 H 11.421 16.607 -18.146  C61 1.090
75 H 13.673 13.440 -18.900  C63 1.090
76 H 13.820 14.874 -17.870  C63 1.090
77 H 12.467 13.856 -17.761  C63 1.090
78 H 11.215 13.387 -19.975  C64 1.090
79 H 10.987 14.721 -21.105  C64 1.090
80 H 13.422 12.920 -20.999  C65 1.090
81 H 12.145 13.047 -22.269  C65 1.090
82 H 13.049 15.187 -22.972  C66 1.090
83 H 14.354 14.088 -22.574  C66 1.090
84 H 15.571 14.489 -19.844  C68 1.090
85 H 15.909 16.129 -20.023  C68 1.090
86 H 16.174 14.884 -21.338  C68 1.090
87 H 15.195 16.718 -22.916  C69 1.090
88 H 14.868 17.900 -21.624  C69 1.090
89 H 13.622 17.456 -22.556  C69 1.090
90 H 12.693 17.733 -19.443  O71 0.960
91 C 4.399 18.374 -17.750  C92 1.548, H102 1.090, H103 1.090, H104 1.090
92 C 4.583 19.592 -18.687  C91 1.548, C93 1.558, C94 1.523, N100 1.490
93 C 4.625 19.107 -20.167  C92 1.558, H105 1.090, H106 1.090, H107 1.090
94 C 3.299 20.407 -18.605  C92 1.523, C95 1.599, H108 1.090, H109 1.090
95 C 3.251 21.148 -17.189  C94 1.599, C96 1.547, H110 1.090, H111 1.090
96 C 4.494 22.036 -16.940  C95 1.547, C97 1.572, H112 1.090, H113 1.090
97 C 5.885 21.371 -17.248  C96 1.572, C98 1.606, C99 1.607, N100 1.500
98 C 6.882 22.573 -17.622  C97 1.606, H114 1.090, H115 1.090, H116 1.090
99 C 6.510 20.487 -16.060  C97 1.607, H117 1.090, H118 1.090, H119 1.090
100 N 5.751 20.488 -18.453  C92 1.490, C97 1.500, O101 1.422
101 O 6.971 19.795 -18.690  N100 1.422, H120 0.960
102 H 5.256 17.705 -17.830  C91 1.090
103 H 4.501 18.708 -16.718  C91 1.090
104 H 3.496 17.817 -18.001  C91 1.090
105 H 5.355 18.300 -20.091  C93 1.090
106 H 3.645 18.787 -20.520  C93 1.090
107 H 4.941 19.975 -20.745  C93 1.090
108 H 3.310 21.205 -19.348  C94 1.090
109 H 2.355 19.862 -18.612  C94 1.090
110 H 2.399 21.753 -16.881  C95 1.090
111 H 3.288 20.382 -16.415  C95 1.090
112 H 4.600 22.426 -15.928  C96 1.090
113 H 4.339 22.965 -17.489  C96 1.090
114 H 6.361 23.086 -18.431  C98 1.090
115 H 7.794 22.152 -18.045  C98 1.090
116 H 7.198 23.167 -16.764  C98 1.090
117 H 5.796 19.971 -15.419  C99 1.090
118 H 6.982 21.123 -15.312  C99 1.090
119 H 7.188 19.706 -16.405  C99 1.090
120 H 7.070 20.019 -19.618  O101 0.960
121 N 4.205 14.844 -26.035  C122 1.301, H125 1.010, H126 1.010
122 C 4.588 15.828 -26.796  N121 1.301, N123 1.309, O124 1.214
123 N 5.607 15.371 -27.479  C122 1.309, H127 1.010, H128 1.010
124 O 4.157 16.962 -26.769  C122 1.214
125 H 4.724 13.977 -26.045  N121 1.010
126 H 3.318 15.060 -25.604  N121 1.010
127 H 5.860 14.398 -27.578  N123 1.010
128 H 6.059 16.011 -28.116  N123 1.010
129 N 8.295 23.389 -20.247  C130 1.325, H133 1.010, H134 1.010
130 C 8.860 22.287 -20.718  N129 1.325, N131 1.319, O132 1.190
131 N 9.377 22.612 -21.886  C130 1.319, H135 1.010, H136 1.010
132 O 8.854 21.201 -20.232  C130 1.190
133 H 7.824 23.851 -21.012  N129 1.010
134 H 7.855 23.178 -19.363  N129 1.010
135 H 9.162 23.524 -22.263  N131 1.010
136 H 9.984 21.959 -22.363  N131 1.010
137 N 7.012 22.892 -26.774  C138 1.291, H141 1.010, H142 1.010
138 C 8.279 22.951 -26.529  N137 1.291, N139 1.251, O140 1.204
139 N 8.955 22.969 -27.582  C138 1.251, H143 1.010, H144 1.010
140 O 8.739 22.875 -25.419  C138 1.204
141 H 6.632 23.069 -25.855  N137 1.010
142 H 6.863 23.472 -27.587  N137 1.010
143 H 9.964 22.938 -27.611  N139 1.010
144 H 8.508 23.344 -28.406  N139 1.010
145 N 5.082 23.261 -22.267  C146 1.358, H149 1.010, H150 1.010
146 C 5.635 24.498 -22.187  N145 1.358, N147 1.311, O148 1.256
147 N 4.695 25.359 -21.883  C146 1.311, H151 1.010, H152 1.010
148 O 6.786 24.923 -22.456  C146 1.256
149 H 4.075 23.189 -22.296  N145 1.010
150 H 5.482 22.517 -22.820  N145 1.010
151 H 3.739 25.144 -21.637  N147 1.010
152 H 5.086 26.287 -21.959  N147 1.010
153 N 2.819 21.061 -24.584  C154 1.324, H157 1.010, H158 1.010
154 C 2.751 19.766 -24.317  N153 1.324, N155 1.291, O156 1.242
155 N 3.396 19.061 -25.185  C154 1.291, H159 1.010, H160 1.010
156 O 1.969 19.322 -23.461  C154 1.242
157 H 3.568 21.429 -25.153  N153 1.010
158 H 2.465 21.536 -23.766  N153 1.010
159 H 3.592 18.072 -25.120  N155 1.010
160 H 3.209 19.420 -26.110  N155 1.010
161 N 6.686 20.849 -29.253  C162 1.295, H165 1.010, H166 1.010
162 C 6.245 19.641 -29.102  N161 1.295, N163 1.357, O164 1.195
163 N 5.587 19.481 -27.926  C162 1.357, H167 1.010, H168 1.010
164 O 6.179 18.796 -29.944  C162 1.195
165 H 7.169 21.162 -30.083  N161 1.010
166 H 6.576 21.468 -28.462  N161 1.010
167 H 5.033 18.642 -27.832  N163 1.010
168 H 5.742 20.076 -27.124  N163 1.010
169 N 10.254 13.749 -26.933  C170 1.335, H173 1.010, H174 1.010
170 C 9.195 14.560 -26.980  N169 1.335, N171 1.253, O172 1.249
171 N 9.586 15.700 -27.322  C170 1.253, H175 1.010, H176 1.010
172 O 8.049 14.259 -26.582  C170 1.249
173 H 10.133 13.266 -26.054  N169 1.010
174 H 11.143 14.080 -27.278  N169 1.010
175 H 10.564 15.952 -27.313  N171 1.010
176 H 8.911 16.444 -27.423  N171 1.010
177 N 12.230 21.367 -26.022  C178 1.286, H181 1.010, H182 1.010
178 C 12.442 22.111 -27.049  N177 1.286, N179 1.248, O180 1.194
179 N 13.516 21.867 -27.635  C178 1.248, H183 1.010, H184 1.010
180 O 11.718 23.056 -27.147  C178 1.194
181 H 11.373 21.189 -25.518  N177 1.010
182 H 12.996 20.739 -25.824  N177 1.010
183 H 13.644 22.395 -28.486  N179 1.010
184 H 14.079 21.116 -27.262  N179 1.010

The total energy comes out at -101746.92762 eV. The energy above the lowest of the compared OMol25 structures with the same formula, charge and spin is 209.2 kcal per mole. Its SMILES is CC1(C)CCCC(C)(C)N1O.CC1(C)CCCC(C)(C)N1O.CC1(C)CCCC(C)(C)N1O.CC1(C)CCCC(C)(C)N1O.NC(N)=O.NC(N)=O.NC(N)=O.NC(N)=O.NC(N)=O.NC(N)=O.NC(N)=O.NC(N)=O. For the HOMO-LUMO gap, the calculation gives 7.80 eV. The lowest unoccupied orbital energy is 0.01 eV.